# 1
Below is a molecular structure, C28H23BF2N3OP2S2Se2W at a distorted geometry, with properties calculated with ωB97M-V with the def2-TZVPD basis set.

Positions of all 65 atoms, in Å:
W1 -0.137 0.297 -0.514
Se1 -1.692 -6.380 -2.636
P1 -0.381 -4.713 -3.499
C1 -1.166 -6.148 -0.809
C2 0.022 -6.693 -0.337
C3 0.372 -6.547 0.998
C4 -0.476 -5.873 1.868
C5 -1.669 -5.339 1.398
C6 -2.017 -5.472 0.059
C7 -1.402 -4.112 -4.879
C8 -0.701 -3.805 -6.044
C9 -1.368 -3.330 -7.166
C10 -2.743 -3.165 -7.126
C11 -3.449 -3.469 -5.965
C12 -2.785 -3.943 -4.845
C13 -0.718 -3.434 -2.229
C14 0.143 -2.527 -1.682
N1 -0.642 -1.605 -1.007
N2 -1.949 -1.989 -1.160
N3 -1.997 -3.055 -1.851
P2 1.901 -2.177 -1.734
Se2 2.186 -0.539 -0.245
C15 2.255 -1.628 -3.409
C16 2.085 -0.303 -3.803
C17 2.282 0.056 -5.127
C18 2.659 -0.905 -6.056
C19 2.841 -2.223 -5.663
C20 2.643 -2.591 -4.341
C21 2.968 -3.555 -1.328
C22 4.202 -3.250 -0.745
C23 5.078 -4.269 -0.414
C24 4.727 -5.590 -0.652
C25 3.505 -5.895 -1.233
C26 2.621 -4.882 -1.570
H1 0.664 -7.244 -1.013
H2 1.298 -6.975 1.363
H3 -0.212 -5.775 2.913
H4 -2.331 -4.812 2.074
H5 -2.935 -5.042 -0.315
H6 0.374 -3.941 -6.073
H7 -0.816 -3.101 -8.068
H8 -3.271 -2.810 -8.002
H9 -4.524 -3.339 -5.936
H10 -3.336 -4.179 -3.943
H11 1.815 0.459 -3.083
H12 2.157 1.087 -5.430
H13 2.820 -0.623 -7.088
H14 3.147 -2.969 -6.385
H15 2.785 -3.622 -4.043
H16 4.487 -2.223 -0.553
H17 6.033 -4.030 0.033
H18 5.409 -6.386 -0.381
H19 3.237 -6.926 -1.425
H20 1.678 -5.131 -2.031
C27 -3.501 4.049 -0.729
O1 -2.064 3.838 -0.913
C28 -1.571 2.666 -1.060
S1 -2.413 1.180 -1.103
S2 0.154 2.562 -1.228
H21 -3.883 4.452 -1.661
H22 -3.581 4.775 0.071
H23 -3.989 3.116 -0.466
F1 -0.463 1.795 2.137
B1 -0.529 0.594 1.581
F2 -0.960 -0.416 2.325

Its net charge is +1. As for the total energy: -214800.90954 eV. The value obtained for the LUMO energy is -4.90 eV. Its molar mass is 934.16 g/mol. As for the spin multiplicity: 1. The HOMO-LUMO gap is 5.520 eV. The value obtained for the HOMO energy is -10.42 eV.

Löwdin atomic charge list, values in e, 5 entries: 0.795, 0.808, 0.800, -0.621, -0.148

---

# 2
Below is a molecular structure, C28H23BrCuN8O3, with properties calculated with ωB97M-V with the def2-TZVPD basis set.

Positions of all 64 atoms, in Å:
Cu1 2.780 0.503 0.574
Br1 -5.145 -2.147 -0.826
C1 -3.997 -2.871 0.504
C2 -3.883 -4.244 0.626
C3 -3.029 -4.768 1.577
C4 -2.260 -3.932 2.388
C5 -2.420 -2.545 2.273
C6 -3.293 -2.016 1.338
N1 -1.518 -4.547 3.414
N2 -0.454 -4.122 3.907
C7 0.354 -3.100 3.417
C8 1.060 -2.397 4.390
C9 1.833 -1.287 4.106
C10 1.991 -0.824 2.794
O1 2.652 0.236 2.497
C11 1.396 -1.640 1.748
N3 1.705 -1.287 0.474
C12 1.279 -2.027 -0.527
C13 0.513 -3.180 -0.329
C14 0.177 -3.551 0.948
C15 0.593 -2.770 2.045
H1 -4.477 -4.896 0.001
H2 -2.936 -5.840 1.701
H3 -1.873 -1.888 2.936
H4 -3.428 -0.945 1.260
H5 0.930 -2.713 5.418
H6 2.337 -0.745 4.895
H7 1.579 -1.718 -1.522
H8 0.212 -3.781 -1.176
H9 -0.381 -4.461 1.111
C16 1.911 1.581 -2.555
C17 1.516 2.393 -1.372
N4 1.811 2.106 -0.121
C18 1.296 3.112 0.665
C19 0.674 4.020 -0.126
N5 0.817 3.554 -1.418
C20 0.287 4.201 -2.597
N6 -1.129 4.387 -2.486
N7 -1.666 5.629 -2.603
N8 -2.932 5.547 -2.508
C21 -3.283 4.226 -2.315
C22 -4.530 3.621 -2.151
C23 -4.547 2.258 -1.963
C24 -3.360 1.503 -1.933
C25 -2.123 2.083 -2.099
C26 -2.111 3.462 -2.299
H10 2.494 0.734 -2.201
H11 2.535 2.159 -3.238
H12 1.041 1.211 -3.102
H13 1.416 3.100 1.735
H14 0.145 4.929 0.103
H15 0.526 3.588 -3.464
H16 0.719 5.192 -2.726
H17 -5.435 4.214 -2.173
H18 -5.490 1.744 -1.826
H19 -3.427 0.436 -1.771
H20 -1.215 1.495 -2.060
C27 6.492 -0.937 -0.502
O2 5.135 -0.813 -0.044
C28 4.560 0.385 -0.217
O3 5.107 1.307 -0.771
H21 6.761 -1.977 -0.350
H22 7.143 -0.283 0.076
H23 6.565 -0.666 -1.553

Its expectation value of S² is 0.76. As for the total energy: -162152.73949 eV. The value obtained for the LUMO energy (alpha / beta) is -0.32 / -1.07 eV. Its molar mass is 663.00 g/mol. As for the spin multiplicity: 2. The HOMO-LUMO gap (alpha / beta) is 6.893 / 6.179 eV. The value obtained for the HOMO energy (alpha / beta) is -7.21 / -7.25 eV.

Löwdin atomic charge list, values in e, 5 entries: 0.539, 0.726, -0.687, -0.127, -0.031

---

# 3
Below is a molecular structure, C28H23MnN7SSe at a distorted geometry, with properties calculated with ωB97M-V with the def2-TZVPD basis set.

Positions of all 61 atoms, in Å:
Mn1 -0.232 0.208 -0.490
C1 -5.354 0.364 3.749
C2 -3.963 0.330 3.176
C3 -3.059 1.358 3.445
C4 -1.802 1.351 2.887
C5 -1.361 0.325 2.032
N1 -0.108 0.409 1.420
C6 0.968 0.733 2.221
C7 1.015 0.336 3.574
C8 2.053 0.670 4.413
C9 3.135 1.416 3.948
C10 4.278 1.786 4.857
C11 3.143 1.763 2.612
C12 2.099 1.438 1.744
N2 2.225 1.847 0.386
C13 2.999 2.854 -0.080
C14 2.956 2.812 -1.455
C15 2.121 1.737 -1.754
N3 1.677 1.159 -0.640
C16 -2.281 -0.717 1.768
C17 -3.555 -0.688 2.339
N4 -1.949 -1.808 0.927
C18 -2.544 -3.024 0.871
C19 -1.902 -3.752 -0.102
C20 -0.920 -2.899 -0.604
N5 -0.952 -1.728 0.023
H1 -5.340 0.747 4.769
H2 -5.808 -0.626 3.756
H3 -5.992 1.022 3.154
H4 -3.361 2.178 4.088
H5 -1.117 2.165 3.091
H6 0.192 -0.255 3.952
H7 2.037 0.333 5.443
H8 3.925 1.943 5.876
H9 4.769 2.698 4.520
H10 5.027 0.990 4.884
H11 4.005 2.287 2.219
H12 3.500 3.542 0.576
H13 3.454 3.467 -2.149
H14 1.824 1.364 -2.721
H15 -4.258 -1.474 2.093
H16 -3.355 -3.300 1.520
H17 -2.112 -4.765 -0.399
H18 -0.189 -3.074 -1.376
Se1 -0.440 -0.174 -5.217
C21 -0.428 -0.125 -3.481
N6 -0.400 -0.072 -2.306
S1 -2.505 4.247 0.429
C22 -1.224 3.179 -0.020
N7 -1.582 2.022 -0.475
C23 -2.955 1.913 -0.522
C24 -3.671 0.806 -0.987
C25 -5.048 0.843 -0.947
C26 -5.729 1.962 -0.459
C27 -5.040 3.075 -0.013
C28 -3.653 3.036 -0.053
H19 -0.192 3.475 0.111
H20 -3.128 -0.046 -1.379
H21 -5.613 -0.007 -1.308
H22 -6.811 1.966 -0.438
H23 -5.565 3.950 0.345

Its expectation value of S² is 8.76. As for the total energy: -147343.33965 eV. The value obtained for the LUMO energy (alpha / beta) is 0.27 / 0.23 eV. Its molar mass is 623.51 g/mol. As for the spin multiplicity: 6. The HOMO-LUMO gap (alpha / beta) is 6.925 / 7.261 eV. The value obtained for the HOMO energy (alpha / beta) is -6.65 / -7.03 eV.

Löwdin atomic charge list, values in e, 5 entries: 0.752, -0.049, -0.280, -0.038, -0.031

---

# 4
Below is a molecular structure, C28H23N2O8SbV, with properties calculated with ωB97M-V with the def2-TZVPD basis set.

Positions of all 63 atoms, in Å:
V1 3.073 -0.617 0.678
O1 2.594 0.950 4.544
C1 2.398 0.256 3.547
O2 2.933 0.481 2.406
C2 1.457 -0.937 3.702
C3 0.811 -1.023 4.911
C4 -0.098 -2.046 5.189
C5 -0.373 -3.015 4.246
C6 0.278 -2.980 3.034
C7 1.217 -1.935 2.687
O3 1.753 -1.910 1.544
N1 -0.045 -4.064 2.112
O4 -1.079 -4.696 2.323
O5 0.697 -4.306 1.186
N2 -0.757 -2.105 6.471
O6 -1.551 -3.017 6.682
O7 -0.507 -1.242 7.299
H1 1.028 -0.260 5.644
H2 -1.078 -3.805 4.451
C8 -2.557 0.731 -2.529
C9 -2.681 1.765 -1.437
C10 -3.847 2.528 -1.369
C11 -4.027 3.486 -0.380
C12 -3.028 3.686 0.559
C13 -1.862 2.929 0.489
C14 -1.652 1.971 -0.499
Sb1 0.500 0.869 -0.181
C15 1.316 1.977 -1.902
C16 0.541 2.887 -2.620
C17 1.081 3.667 -3.635
C18 2.427 3.555 -3.944
C19 3.219 2.672 -3.223
C20 2.687 1.886 -2.202
C21 3.595 0.933 -1.475
C22 -0.492 -0.932 -0.845
C23 -1.484 -1.352 0.042
C24 -2.165 -2.549 -0.137
C25 -1.868 -3.342 -1.233
C26 -0.885 -2.935 -2.124
C27 -0.179 -1.749 -1.938
C28 0.913 -1.385 -2.905
H3 -3.346 0.846 -3.278
H4 -2.623 -0.277 -2.119
H5 -1.593 0.809 -3.034
H6 -4.631 2.365 -2.104
H7 -4.943 4.066 -0.344
H8 -3.153 4.428 1.341
H9 -1.088 3.098 1.235
H10 -0.505 3.002 -2.371
H11 0.448 4.363 -4.175
H12 2.863 4.155 -4.735
H13 4.275 2.585 -3.456
H14 4.585 0.879 -1.935
H15 3.190 -0.082 -1.529
H16 3.781 1.220 -0.432
H17 -1.739 -0.725 0.891
H18 -2.914 -2.861 0.581
H19 -2.383 -4.284 -1.383
H20 -0.642 -3.565 -2.974
H21 0.950 -2.087 -3.741
H22 1.885 -1.411 -2.407
H23 0.776 -0.377 -3.302
O8 4.503 -1.173 0.103

Its net charge is -2. Its expectation value of S² is 3.78. As for the total energy: -80991.16289 eV. The value obtained for the LUMO energy (alpha / beta) is 4.44 / 4.44 eV. Its molar mass is 688.20 g/mol. As for the spin multiplicity: 4. The HOMO-LUMO gap (alpha / beta) is 4.284 / 7.465 eV. The value obtained for the HOMO energy (alpha / beta) is 0.15 / -3.03 eV.

Löwdin atomic charge list, values in e, 5 entries: 0.658, 0.001, -0.602, -0.158, -0.028